No. 1
Here is C40H40AuO3P3Si as an isolated structure from OMol25. Energies are from ωB97M-V/def2-TZVPD.

Structure (XYZ):
```
88
Properties=species:S:1:pos:R:3:lowdin_charge:R:1
Au 1.57 0.98 -0.51 0.4724
P 2.31 2.23 1.30 0.5842
P 0.38 -1.76 0.75 1.0528
P -1.33 1.33 -0.72 1.0079
Si 1.08 -0.58 -2.21 0.4178
O 3.60 1.71 2.09 -0.3139
O 2.67 3.74 0.88 -0.3279
O 1.39 2.37 2.60 -0.3149
C -2.99 -4.00 1.01 -0.0826
C -0.81 -0.82 -2.43 -0.3207
C 2.59 -4.49 -2.23 -0.0842
C -0.84 -3.49 2.69 -0.0930
C 3.41 -1.06 4.17 -0.0906
C -4.66 1.41 1.61 -0.0842
C -0.02 2.59 2.46 -0.1178
C -0.87 -2.91 1.43 -0.3724
C 0.00 4.88 -2.24 -0.0823
C -2.95 -4.57 2.28 -0.0952
C -0.14 4.73 -3.62 -0.0884
C -5.37 2.52 1.18 -0.0917
C 1.60 -2.34 -1.69 -0.3086
C 2.27 -3.19 -2.57 -0.1027
C 3.17 4.67 1.84 -0.0982
C -3.52 -1.39 -2.90 -0.0851
C -1.06 2.53 -3.29 -0.0836
C 2.21 -5.00 -0.99 -0.0825
C -0.66 3.56 -4.14 -0.0799
C -1.81 -0.05 -1.84 -0.4011
C 3.82 -1.72 3.03 -0.0968
C -2.53 -2.17 -3.50 -0.0840
C -1.20 -1.87 -3.26 -0.1011
C -2.94 1.86 -0.04 -0.3868
C -4.87 3.30 0.15 -0.0837
C -1.96 -3.17 0.59 -0.0948
C -1.88 -4.31 3.11 -0.0879
C 1.24 -2.86 -0.43 -0.3922
C -3.45 1.09 1.01 -0.1156
C 2.08 -0.65 4.28 -0.0838
C 1.60 -1.58 2.10 -0.3850
C 1.54 -4.17 -0.09 -0.0954
C 1.19 -0.90 3.25 -0.1323
C -0.93 2.66 -1.91 -0.4007
C 2.93 -1.98 2.00 -0.0850
C -3.16 -0.34 -2.08 -0.0890
C -3.67 2.97 -0.46 -0.0806
C 4.69 1.19 1.33 -0.1175
C -0.39 3.85 -1.40 -0.1252
C 1.77 -0.30 -3.95 -0.2365
H -3.83 -4.19 0.35 0.1024
H 0.17 5.53 -4.28 0.1004
H 4.85 -2.04 2.93 0.1045
H 3.11 -5.13 -2.93 0.1003
H -0.77 3.44 -5.21 0.1035
H -4.57 -1.60 -3.08 0.1013
H -2.80 -3.00 -4.14 0.1014
H 3.27 -2.49 1.11 0.1013
H 2.45 5.48 1.95 0.0871
H 0.41 5.78 -1.83 0.1024
H 4.33 0.49 0.57 0.0558
H -3.76 -5.21 2.61 0.0989
H -1.47 1.63 -3.71 0.1040
H -3.93 0.26 -1.62 0.0975
H 1.40 -1.02 -4.68 0.0219
H -3.29 3.58 -1.28 0.1020
H -0.22 3.57 2.02 0.0797
H 2.86 -0.36 -3.94 0.0221
H -1.84 -4.75 4.10 0.1007
H -6.31 2.78 1.65 0.1001
H -0.47 1.81 1.85 0.0219
H -5.42 4.17 -0.19 0.1022
H 3.35 4.20 2.80 0.0821
H 5.33 0.66 2.03 0.0822
H -5.04 0.79 2.41 0.1029
H -2.01 -2.71 -0.39 0.0913
H 1.75 -0.12 5.16 0.1060
H -0.43 2.57 3.47 0.0920
H 2.56 -2.82 -3.55 0.0886
H 0.00 -3.30 3.35 0.0970
H 5.24 2.00 0.85 0.0861
H -2.89 0.22 1.35 0.1014
H 1.24 -4.56 0.87 0.1085
H 4.11 -0.86 4.97 0.1025
H -0.26 3.96 -0.33 0.0831
H 1.50 0.70 -4.29 0.0116
H 2.44 -6.02 -0.72 0.1007
H 4.11 5.08 1.45 0.0877
H -0.44 -2.50 -3.72 0.0994
H 0.17 -0.55 3.34 0.1060
```

Its electronic energy is -3223.3351 Eh. The calculation puts the HOMO-LUMO gap at 7.781 eV. Its energy relative to the best compared isomer or geometry (same formula, charge and spin) is 0.190 eV.

No. 2
Here is C5H9IN3S as an isolated structure from OMol25. Energies are from ωB97M-V/def2-TZVPD.

Structure (XYZ):
```
19
Properties=species:S:1:pos:R:3:lowdin_charge:R:1
I -2.82 0.03 0.28 0.8880
S -0.91 -1.93 2.19 0.8291
N -0.08 -0.74 -1.20 0.0219
N -0.56 -2.95 -0.65 0.2062
N 0.05 1.49 0.44 -0.0467
C -0.15 -1.92 -1.11 -0.3263
C 0.79 0.32 -1.65 -0.1415
C 1.20 1.14 -0.42 -0.0982
C -0.96 -0.56 1.46 -1.1259
C -0.14 0.74 1.63 -0.2910
H -0.06 2.51 0.57 0.1935
H 0.13 0.79 -2.38 0.1318
H -0.73 1.20 2.39 0.1236
H 1.80 0.47 0.17 0.1217
H -0.94 1.16 -0.17 0.0465
H -0.70 -3.88 -0.80 0.0518
H 1.53 -0.18 -2.14 0.1037
H 1.81 2.09 -0.66 0.1719
H 0.76 0.23 2.04 0.1398
```

Its electronic energy is -1055.7057 Eh. Its charge is +1. The calculation puts the HOMO-LUMO gap at 8.379 eV. Its energy relative to the best compared isomer or geometry (same formula, charge and spin) is 0.700 eV.

No. 3
Here is a single C4H3N3O molecule from OMol25. Energies are from ωB97M-V/def2-TZVPD.

Structure (XYZ):
```
11
Properties=species:S:1:pos:R:3:lowdin_charge:R:1
O -1.17 -1.14 -0.11 0.0533
N -1.37 1.12 0.13 0.1866
N 0.03 -0.58 -0.13 -0.0736
N 2.13 -0.02 0.11 0.0599
C -2.01 0.07 0.07 -0.0600
C -0.08 0.77 -0.08 -0.2530
C 1.32 -1.00 0.08 -0.1805
C 1.30 1.13 -0.09 -0.0326
H 1.74 2.02 -0.28 0.0532
H -2.96 -0.33 0.18 0.1172
H 1.84 -1.93 0.28 0.1294
```

Its electronic energy is -393.6047 Eh. The calculation puts the HOMO-LUMO gap at 9.150 eV. Its energy relative to the best compared isomer or geometry (same formula, charge and spin) is 3.122 eV. The structure (SMILES) is c1nc2cncn2o1.